The following is a DFT calculation (the ωB97M-V functional and the def2-TZVPD basis) of a 7-piece molecular cluster, C42H77N3O20P2S4 overall at a distorted geometry.

CARTESIAN COORDINATES (ANGSTROEM)
C1 -1.66883 -1.07382 6.40669
C2 -1.84642 -0.09906 5.06130
C3 -2.63292 -0.92456 3.83880
C4 -1.51961 -1.92735 3.09485
S1 -1.90488 -3.66010 3.80463
O1 -1.77626 -1.97158 1.70062
C5 -0.63528 -1.57343 0.80660
P1 0.76881 -2.84391 1.27945
S2 2.14917 -2.01144 2.40857
P2 -0.25774 0.19596 1.36484
C6 -1.77197 1.39599 1.04830
C7 1.13843 1.05563 0.30832
C8 1.24274 2.64465 0.82042
C9 -1.17749 -1.90567 -0.69414
N1 -1.87798 -3.26901 -0.40556
C10 -2.39817 -0.96799 -1.25713
C11 -1.97546 0.34034 -2.13967
C12 -1.92273 0.12091 -3.76289
C13 -2.02126 1.64519 -4.44289
O2 -1.50606 1.51580 -5.83695
N2 -0.19045 -2.32307 -1.73709
C14 -0.78018 -2.95564 -2.96527
C15 -0.18834 -4.51842 -3.04622
C16 -1.29384 -5.59403 -3.60444
C17 0.95319 -1.41433 -2.00279
C18 2.11360 -2.02297 -3.04403
C19 3.27636 -0.92379 -3.40874
S3 3.51947 0.44962 -2.17303
C20 4.85643 1.55132 -2.97956
S4 4.81586 1.85945 -4.67842
N3 5.92290 2.07102 -2.03585
C21 6.99632 0.96522 -2.05212
C22 6.80587 -0.05189 -0.76885
C23 6.59905 3.32304 -2.55250
C24 7.15712 4.19819 -1.24422
H1 -2.69256 -1.66961 6.49505
H2 -0.74016 -1.80029 6.26516
H3 -1.58411 -0.43517 7.40988
H4 -0.82355 0.33792 4.69831
H5 -2.56212 0.79561 5.37429
H6 -3.43642 -1.60273 4.40388
H7 -3.18074 -0.21420 3.08607
H8 -0.49163 -1.63744 3.52628
H9 -3.32592 -3.79193 3.73006
H10 0.21136 -4.05804 1.87387
H11 1.47867 -3.30450 0.08212
H12 -2.80175 0.86884 1.20200
H13 -1.68042 2.19020 1.93560
H14 -1.65836 2.00982 0.06204
H15 0.90962 1.10557 -0.82690
H16 2.17551 0.56699 0.58199
H17 2.23365 3.14077 0.42781
H18 0.33941 3.20268 0.28077
H19 1.15039 2.75381 1.98153
H20 -1.18713 -4.04523 -0.44611
H21 -2.70627 -3.40442 -1.00404
H22 -3.17161 -1.54263 -1.96466
H23 -3.05456 -0.68017 -0.30166
H24 -0.98807 0.87434 -1.82778
H25 -2.84000 1.14529 -1.95588
H26 -0.80975 -0.23378 -4.01048
H27 -2.71221 -0.62628 -4.19410
H28 -1.23170 2.31538 -3.87483
H29 -3.10626 2.08173 -4.43603
H30 -0.53909 1.79775 -5.87408
H31 -0.48537 -2.38842 -3.97452
H32 -1.93857 -3.06313 -3.00880
H33 0.79309 -4.52994 -3.72389
H34 0.16089 -4.88056 -1.97886
H35 -1.66599 -5.32876 -4.69447
H36 -2.20265 -5.78858 -2.88520
H37 -0.72731 -6.63309 -3.70732
H38 1.57674 -1.32173 -0.98834
H39 0.70494 -0.35201 -2.43182
H40 1.68439 -2.38873 -4.06533
H41 2.65220 -2.88744 -2.43178
H42 4.31960 -1.43375 -3.63052
H43 2.94814 -0.43392 -4.44698
H44 8.08322 1.39795 -2.01316
H45 6.83302 0.36156 -3.06565
H46 6.31377 -1.06489 -1.15261
H47 6.16567 0.49155 0.05269
H48 7.87252 -0.32167 -0.31785
H49 5.89790 4.05265 -3.14019
H50 7.49429 3.06092 -3.29405
H51 7.95865 3.54700 -0.66756
H52 6.21947 4.44841 -0.56375
H53 7.62996 5.19203 -1.68567
C25 -6.71037 -6.62981 5.36453
C26 -5.44885 -6.80633 6.14581
O3 -4.62285 -5.76027 5.67085
C27 -5.45080 -4.79511 5.17423
O4 -5.08585 -3.68093 4.83792
O5 -6.73979 -5.23903 5.10413
H54 -7.59558 -6.93753 5.92787
H55 -6.69046 -7.16762 4.41088
H56 -5.60189 -6.67523 7.22223
H57 -4.98263 -7.77949 5.96903
C28 2.43281 5.57029 -4.93187
C29 3.69433 5.39377 -4.15059
O6 4.52034 6.43983 -4.62555
C30 3.69239 7.40499 -5.12217
O7 4.05733 8.51917 -5.45848
O8 2.40340 6.96107 -5.19227
H58 1.54760 5.26258 -4.36853
H59 2.45272 5.03248 -5.88552
H60 3.54130 5.52488 -3.07417
H61 4.16055 4.42061 -4.32737
C31 -4.87747 -5.42767 -0.00526
C32 -3.98890 -6.47807 -0.58843
O9 -4.09101 -7.54211 0.33866
C33 -5.27770 -7.38433 0.99481
O10 -5.76664 -8.21426 1.74304
O11 -5.84586 -6.17772 0.70368
H62 -5.35144 -4.80996 -0.77301
H63 -4.34915 -4.77689 0.69933
H64 -4.33869 -6.82597 -1.56614
H65 -2.95245 -6.14204 -0.68070
C34 0.36242 3.87124 7.70514
C35 -0.84851 4.07112 6.85269
O12 -0.50860 3.41562 5.64568
C36 0.44632 2.48946 5.95229
O13 0.84525 1.63097 5.18318
O14 0.89545 2.64875 7.23150
H66 0.11632 3.80084 8.76821
H67 1.10831 4.66040 7.56383
H68 -1.74006 3.59535 7.27468
H69 -1.06117 5.12860 6.67329
C37 7.33486 5.88624 -7.91345
C38 5.94982 5.71580 -7.37904
O15 5.51468 4.51143 -7.98092
C39 6.63520 3.80109 -8.30267
O16 6.63043 2.64216 -8.68284
O17 7.76105 4.55627 -8.14256
H70 7.99668 6.38835 -7.20246
H71 7.35269 6.43163 -8.86283
H72 5.93363 5.59344 -6.29089
H73 5.29295 6.54589 -7.65316
C40 -6.42921 2.88452 5.68784
C41 -6.91205 1.47756 5.83040
O18 -5.72249 0.74716 6.06187
C42 -4.81067 1.62525 6.57293
O19 -3.73310 1.30256 7.04454
O20 -5.26236 2.91066 6.48828
H74 -7.16097 3.61415 6.04534
H75 -6.15586 3.13043 4.65638
H76 -7.57874 1.34936 6.68970
H77 -7.41895 1.11839 4.93057

Output
**Structure (SMILES)**: CCC[C@@H](S)O[C@]([PH2]=S)(P(C)CC)[C@@](N)(CCCCO)N(CCC)CCCSC(=S)N(CC)CC.O=C1OCCO1.O=C1OCCO1.O=C1OCCO1.O=C1OCCO1.O=C1OCCO1.O=C1OCCO1
**Gap between HOMO and LUMO**: 6.88 eV
**LUMO**: -0.8 eV
**Max |F|**: 0.0793 Eh/bohr
**DFT total energy**: -152127.8672 eV